45
Properties=species:S:1:pos:R:3:forces:R:3:nbo_charge:R:1 method="wB97M-V/def2-TZVPD" charge=+2 e_lumo_ha=-0.26574 total_energy_ev=-43372.2391 de_lowest_kcal_mol=0.5
Pt 0.153 -0.001 0.273 0.06 -0.03 -0.10 0.521
C 0.255 3.309 0.104 0.01 0.01 0.01 -1.172
Si -1.026 2.037 0.508 0.00 -0.05 -0.04 1.610
C -2.201 2.642 1.791 0.05 0.03 0.08 -1.166
C -1.534 1.018 -0.982 -0.05 -0.12 0.01 -0.537
C -1.344 1.486 -2.308 0.01 0.05 -0.04 -0.131
C -1.593 0.673 -3.384 -0.02 -0.07 0.05 -0.172
C -1.955 -0.676 -3.188 0.02 0.08 0.02 -0.155
C -2.061 -1.187 -1.921 -0.02 -0.06 -0.03 -0.180
C -1.901 -0.354 -0.783 0.01 0.13 -0.02 -0.529
Si -1.853 -1.054 0.956 0.03 0.03 -0.04 1.611
C -3.073 -0.637 2.271 0.04 -0.02 0.08 -1.165
C -1.396 -2.846 0.993 0.00 -0.01 0.02 -1.172
H -0.239 4.178 -0.344 0.01 0.00 0.00 0.284
H 1.016 2.956 -0.592 0.00 0.00 -0.01 0.259
H 0.748 3.664 1.011 -0.01 0.00 0.00 0.276
H -2.342 3.709 1.593 0.01 -0.01 0.01 0.285
H -1.761 2.562 2.788 -0.03 0.00 0.01 0.273
H -3.180 2.177 1.801 -0.02 -0.04 -0.05 0.267
H -1.045 2.514 -2.473 0.01 -0.01 -0.01 0.230
H -1.506 1.061 -4.390 0.00 0.01 0.00 0.252
H -2.141 -1.308 -4.047 -0.01 -0.01 0.00 0.252
H -2.317 -2.231 -1.785 0.01 0.00 -0.01 0.238
H -3.751 -1.494 2.338 0.01 0.00 0.00 0.285
H -3.675 0.248 2.104 0.00 0.03 -0.05 0.267
H -2.579 -0.551 3.242 -0.02 0.01 0.00 0.273
H -2.285 -3.443 0.760 0.01 0.00 0.00 0.284
H -1.075 -3.143 1.994 -0.01 0.00 0.00 0.276
H -0.614 -3.111 0.282 0.00 0.00 -0.01 0.259
N 3.135 -0.383 3.161 0.02 -0.02 -0.01 -0.297
C 1.871 -0.081 2.904 0.03 0.00 -0.01 0.247
N 1.679 -0.219 1.598 -0.06 0.04 0.13 -0.533
C 2.901 -0.617 1.111 0.07 -0.04 -0.06 0.298
N 3.804 -0.725 2.043 -0.03 0.02 0.00 -0.179
C 3.058 -0.867 -0.325 -0.08 0.03 0.04 0.097
C 4.235 -1.271 -0.936 -0.02 0.02 0.06 0.068
N 4.286 -1.474 -2.247 -0.02 0.00 -0.03 -0.302
C 3.177 -1.277 -2.947 0.03 -0.01 -0.02 0.035
C 1.988 -0.871 -2.346 0.05 -0.01 0.05 0.034
N 1.939 -0.668 -1.034 -0.10 0.02 -0.03 -0.507
H 3.614 -0.382 4.052 0.00 0.00 0.00 0.459
H 1.145 0.220 3.641 0.00 0.00 -0.01 0.252
H 5.137 -1.430 -0.357 0.01 0.00 -0.01 0.243
H 3.225 -1.444 -4.015 0.01 0.00 0.00 0.237
H 1.082 -0.709 -2.914 0.00 0.00 0.00 0.225

17
Properties=species:S:1:pos:R:3:forces:R:3:nbo_charge:R:1 method="wB97M-V/def2-TZVPD" e_lumo_ha=0.03485 total_energy_ev=-9902.3849 de_lowest_kcal_mol=74.2
C 0.095 1.472 -0.601 0.08 -1.54 3.19 -0.442
C 0.949 0.236 -0.680 1.71 -3.48 1.17 -0.067
C 1.028 -0.307 0.760 2.64 -0.84 3.55 -0.430
C -0.921 -1.109 -0.250 2.17 2.69 0.44 0.228
C -1.103 0.860 0.234 0.14 0.41 1.41 0.099
C -0.363 -0.333 1.112 -4.81 0.27 -3.52 -0.284
H -0.059 1.894 -1.531 -0.80 1.10 -1.61 0.233
H 0.645 2.056 0.118 0.12 1.19 -0.13 0.208
H 1.979 0.093 -1.092 -0.87 1.37 -0.26 0.223
H 1.362 -1.450 0.850 0.11 2.61 -0.40 0.212
H 1.479 0.297 1.583 0.78 -0.17 -0.91 0.211
H -1.397 -2.025 -0.280 -0.60 -2.13 -0.05 0.183
H -1.889 1.446 0.841 1.67 -0.07 -1.19 0.199
H -0.947 -0.480 2.020 0.97 -0.40 0.18 0.237
H 0.735 -1.679 -1.354 1.25 -1.74 -0.29 0.363
N 0.187 -0.904 -1.170 -2.28 0.41 -1.28 -0.636
O -1.781 -0.066 -0.561 -2.27 0.33 -0.31 -0.536

96
Properties=species:S:1:pos:R:3:forces:R:3:mulliken_charge:R:1 method="wB97M-V/def2-TZVPD" charge=-1 e_lumo_ha=0.06029 total_energy_ev=-82141.5598 de_lowest_kcal_mol=8.3
C -2.523 1.626 1.703 0.68 0.50 -0.96 -0.960
C -1.077 1.172 1.373 -0.28 -1.15 1.31 -0.375
C -1.029 -0.020 0.402 0.44 0.52 -0.41 -0.686
B -1.102 0.324 -1.222 0.73 -1.69 0.25 0.644
N -2.191 -0.611 -1.862 -0.32 0.80 -0.07 -0.966
S -1.600 2.168 -1.603 -0.32 0.65 -0.17 -0.417
C 0.354 -0.078 -1.948 0.08 1.73 -0.02 -1.267
C 0.422 0.507 -3.377 0.71 -1.64 -0.36 -0.172
C 1.328 -0.319 -4.350 -1.25 0.00 0.09 -0.524
C 0.779 -0.118 -5.771 1.32 0.88 0.22 -0.625
N 1.812 -0.346 -6.845 -1.13 0.42 -0.42 -0.310
C 1.078 -0.577 -8.080 -0.01 1.21 0.96 0.527
C -0.078 0.306 -8.527 -0.58 0.38 0.64 -0.766
O 1.369 -1.502 -8.746 0.65 -1.94 -1.60 -0.538
H -2.513 2.719 1.774 -0.32 -0.10 0.32 0.217
H -2.915 1.166 2.612 0.02 0.02 -0.05 0.192
H -3.157 1.385 0.846 -0.15 -0.01 0.18 0.392
H -0.440 2.006 1.080 -0.17 -0.01 -0.36 0.261
H -0.660 0.822 2.335 0.10 0.21 -0.09 0.259
H -1.833 -0.735 0.618 -0.02 0.19 0.18 0.237
H -0.086 -0.568 0.578 -0.11 0.05 0.00 0.214
H -1.749 -1.452 -2.216 -0.11 0.03 -0.10 0.221
H -2.626 -0.129 -2.645 0.00 -0.32 -0.10 0.176
H -0.440 2.824 -1.827 -0.14 -0.41 0.12 -0.007
H 0.493 -1.168 -1.982 -0.16 0.06 0.07 0.361
H 1.199 0.338 -1.371 -0.04 -0.21 -0.01 0.149
H 0.775 1.538 -3.423 -0.35 0.09 0.18 0.324
H -0.584 0.425 -3.802 -0.03 0.41 0.04 0.267
H 2.382 -0.047 -4.256 -0.02 -0.08 -0.14 0.103
H 1.181 -1.371 -4.089 0.47 -0.01 0.01 0.313
H 0.457 0.929 -5.832 -0.36 -0.20 0.00 0.377
H -0.068 -0.776 -5.969 0.00 0.04 0.15 0.384
H 2.270 0.552 -7.011 0.11 -0.06 0.34 0.212
H 0.157 0.903 -9.410 0.28 -0.26 -0.06 0.233
H -0.908 -0.360 -8.767 0.09 0.03 -0.16 0.321
H -0.447 1.006 -7.775 0.19 -0.06 0.03 0.220
C -4.398 3.067 6.306 -0.24 0.23 0.01 -0.318
C -4.558 1.572 6.216 -0.41 -0.34 -0.07 0.061
O -3.302 1.153 5.669 0.15 0.32 0.06 -0.320
C -2.387 2.106 5.964 0.10 -0.09 -0.10 0.728
O -1.214 1.989 5.804 -0.02 0.01 0.12 -0.569
O -2.985 3.217 6.475 0.02 -0.23 -0.11 -0.367
H -4.937 3.498 7.146 0.21 0.00 0.10 0.310
H -4.699 3.578 5.388 0.07 -0.04 -0.02 0.304
H -4.685 1.107 7.191 -0.01 0.10 -0.13 -0.092
H -5.381 1.274 5.568 0.20 -0.06 -0.18 0.309
C -0.615 4.359 -10.687 0.24 -0.06 -0.28 -0.318
C -1.780 5.292 -10.457 -0.11 0.24 -0.21 -0.329
O -2.388 4.749 -9.288 0.24 -0.11 -0.07 -0.330
C -1.439 4.044 -8.615 -0.01 -0.09 0.28 0.649
O -1.577 3.609 -7.523 0.07 -0.05 -0.05 -0.478
O -0.308 3.907 -9.368 -0.36 0.17 -0.03 -0.286
H 0.243 4.859 -11.132 0.09 -0.06 0.16 0.311
H -0.883 3.497 -11.302 -0.04 0.01 0.03 0.249
H -1.462 6.315 -10.248 0.03 -0.03 0.02 0.256
H -2.483 5.302 -11.288 -0.12 -0.07 0.13 0.286
C -2.564 -1.178 9.755 -0.25 -0.02 0.12 -0.006
C -2.465 -0.405 11.047 0.15 -0.16 0.22 -0.369
O -3.084 0.842 10.710 -0.20 -0.06 -0.17 -0.345
C -3.916 0.618 9.663 0.04 -0.03 -0.08 0.634
O -4.694 1.413 9.232 -0.02 0.11 0.40 -0.595
O -3.743 -0.618 9.154 -0.16 0.24 0.31 -0.330
H -2.677 -2.246 9.908 -0.13 0.02 -0.17 0.316
H -1.728 -1.003 9.102 -0.03 0.15 -0.11 0.132
H -3.028 -0.870 11.861 -0.05 0.05 -0.03 0.234
H -1.438 -0.254 11.369 -0.04 0.19 -0.06 0.300
C 5.703 0.887 -7.533 -0.26 -0.39 -0.20 -0.231
C 5.342 1.784 -6.378 -0.30 -0.02 0.20 -0.131
O 6.605 2.359 -6.030 0.10 -0.07 -0.31 -0.342
C 7.405 2.303 -7.128 0.08 0.07 0.03 0.603
O 8.458 2.845 -7.223 -0.07 -0.04 -0.01 -0.520
O 6.839 1.543 -8.103 0.03 0.21 0.29 -0.348
H 4.901 0.799 -8.263 0.14 0.04 -0.12 0.250
H 5.999 -0.112 -7.210 -0.01 0.03 0.02 0.273
H 4.655 2.582 -6.668 0.06 0.02 0.00 0.249
H 4.917 1.234 -5.541 0.16 0.10 0.11 0.198
C 0.911 -1.941 5.887 0.07 0.17 -0.49 -0.278
C 2.098 -2.510 6.619 0.32 -0.07 -0.22 -0.021
O 1.716 -2.368 7.995 -0.30 0.03 0.04 -0.344
C 0.366 -2.317 8.037 -0.04 0.00 -0.12 0.650
O -0.286 -2.361 9.040 0.72 -0.41 -0.10 -0.610
O -0.162 -2.203 6.803 0.14 -0.06 0.34 -0.323
H 0.735 -2.424 4.930 -0.17 -0.09 0.11 0.323
H 0.985 -0.863 5.731 -0.06 0.00 0.08 0.226
H 2.254 -3.567 6.405 -0.06 0.02 0.02 0.005
H 3.019 -1.968 6.415 -0.01 0.04 0.21 0.337
C 2.720 -7.776 4.900 0.17 -0.27 0.06 -0.338
C 1.222 -7.644 5.036 -0.22 -0.27 0.07 -0.304
O 1.033 -6.229 5.029 0.27 0.01 -0.06 -0.301
C 2.098 -5.671 4.396 -0.04 0.13 -0.14 0.659
O 2.167 -4.530 4.077 0.04 -0.08 0.10 -0.482
O 3.071 -6.594 4.179 -0.24 0.08 0.09 -0.324
H 3.019 -8.666 4.351 0.08 0.14 -0.13 0.287
H 3.231 -7.765 5.865 -0.03 0.04 0.00 0.258
H 0.684 -8.076 4.189 0.04 0.04 -0.02 0.279
H 0.841 -8.081 5.956 -0.06 0.20 0.04 0.285